A molecular structure, C34H56N3OP2PbS at a distorted geometry, computed with ωB97M-V with the def2-TZVPD basis set.

The calculation puts the total energy at -2841.43002 Ha. As for the strongest force on any atom: 3.99 eV Å⁻¹. As for the total charge: +3. Its energy above the lowest of the compared OMol25 structures with the same formula, charge and spin is 13.9 kcal/mol. The value obtained for the HOMO-LUMO gap (spin up / spin down) is 0.2000 / 0.1704 Ha. Its spin multiplicity is 1.

Structure (XYZ):
```
98
C34H56N3OP2PbS, DFT ωB97M-V with the def2-TZVPD basis set
C -0.90689 2.67930 -0.74844
C -1.58745 0.63721 -1.65300
C -1.82034 3.37494 -1.54057
C -2.40548 1.29557 -2.57946
C -2.54922 2.67705 -2.49786
H -1.89476 4.45027 -1.41511
H -2.93572 0.70245 -3.32447
H -3.22400 3.19333 -3.17475
N -0.85843 1.33974 -0.75119
P 1.64708 2.50994 0.45036
P -1.47240 -1.73925 -0.06490
C 0.08538 3.44667 0.13079
H 0.34025 4.41448 -0.33629
H -0.37831 3.67500 1.10659
C 2.62875 -1.46329 2.51203
O 3.47181 -2.04598 3.02382
C -1.44712 -0.84902 -1.66935
H -2.12444 -1.32473 -2.39187
C -0.98926 -3.56196 -0.39978
C -3.27092 -1.61839 0.50552
C 2.68806 2.70235 -1.12811
C 2.46425 3.27318 1.96826
C 0.52007 -3.72617 -0.12770
H 0.78481 -3.41398 0.89313
H 0.77077 -4.79329 -0.23004
H 1.13659 -3.16088 -0.83642
C -1.73515 -4.52030 0.54161
H -1.57061 -4.26338 1.59643
H -2.81132 -4.56476 0.33401
H -1.33044 -5.53157 0.37875
C -1.27438 -3.93495 -1.85504
H -0.99661 -4.99175 -1.99408
H -2.33627 -3.83948 -2.11884
H -0.66703 -3.33370 -2.54363
C -3.32873 -2.12288 1.96342
H -2.44379 -1.79444 2.52671
H -4.20821 -1.68566 2.45655
H -3.41373 -3.21344 2.02696
C -3.70202 -0.14303 0.50739
H -3.06025 0.45383 1.17034
H -3.70220 0.29243 -0.49896
H -4.73324 -0.09561 0.89133
C -4.19709 -2.41969 -0.43333
H -3.84494 -2.46634 -1.47369
H -4.37216 -3.44091 -0.07080
H -5.17637 -1.91723 -0.45714
C 3.79672 2.53703 2.19847
H 4.22930 2.88553 3.14636
H 3.65873 1.44931 2.27921
H 4.53235 2.73397 1.40785
C 1.54154 3.05901 3.18056
H 0.61275 3.63583 3.09255
H 1.26302 2.00834 3.33134
H 2.06782 3.40200 4.08285
C 2.68920 4.78499 1.82449
H 1.79691 5.30448 1.45155
H 2.91515 5.18864 2.82233
H 3.53983 5.03682 1.18467
C 1.78225 2.68827 -2.36754
H 1.11954 3.56272 -2.41376
H 2.42073 2.70833 -3.26531
H 1.17576 1.77299 -2.40809
C 3.63843 1.48857 -1.21012
H 3.08798 0.55831 -1.42370
H 4.34790 1.66322 -2.03346
H 4.22130 1.34675 -0.28874
C 3.48779 4.01015 -1.12663
H 2.84491 4.88863 -0.98078
H 4.29268 4.01086 -0.38125
H 3.96687 4.11672 -2.11157
Pb 0.79033 -0.17363 0.68713
N 1.19505 -0.89887 -1.59026
C 0.29099 -1.05145 -2.39576
C 0.36414 -1.27484 -3.95026
C -0.96716 -1.62980 -4.59103
C 0.82553 0.04293 -4.56430
C 1.41134 -2.38121 -4.17284
H -1.40886 -2.54393 -4.18492
H -1.68735 -0.80813 -4.50217
H -0.78868 -1.79860 -5.66156
H 1.75966 0.37579 -4.09531
H 1.00005 -0.09109 -5.63987
H 0.06462 0.82460 -4.42722
H 1.06931 -3.10628 -4.92129
H 2.34981 -1.91754 -4.49886
H 1.62667 -2.92302 -3.24109
S -1.09971 0.69856 2.95214
C -0.82311 -0.33828 4.26985
N 0.44727 -0.81354 4.51067
C 0.73474 -1.73612 5.47823
C -0.27412 -2.18630 6.30494
C -1.57254 -1.67766 6.14625
C -1.83657 -0.74789 5.15063
H 1.19382 -0.51781 3.87720
H 1.77565 -2.05306 5.53521
H -0.04300 -2.92437 7.07013
H -2.37300 -2.01256 6.80268
H -2.82287 -0.31900 4.99129
```